Entry 1:
DFT (the ωB97M-V functional and the def2-TZVPD basis) results for a single C5H5NO molecule in a non-equilibrium geometry.

Each line ends with the Mulliken charge.
Element x y z (Å)
C: 1.4760 1.5006 0.2243  -0.8387
C: 0.3527 0.7809 0.0520  0.7893
C: -1.0549 1.1355 -0.1173  -0.7372
C: -1.7214 -0.0218 -0.1998  -0.3035
N: -0.8952 -1.1261 -0.1386  -0.0689
C: 0.4164 -0.7263 0.0259  0.1709
O: 1.3772 -1.4458 0.1130  -0.5958
H: 2.4477 0.9971 0.3221  0.2899
H: 1.4187 2.5853 0.3089  0.2873
H: -1.4474 2.1575 -0.1596  0.3607
H: -2.7796 -0.2018 -0.2923  0.3999
H: -1.2036 -2.1014 -0.0225  0.2462

Atoms 1-2, force components in eV/Å:
C -0.6111 -0.2395 0.0499
C 1.0565 0.2269 0.0091

net charge: 0
spin multiplicity: 1
highest occupied orbital energy: -8.41 eV

=====

Entry 2:
DFT (the ωB97M-V functional and the def2-TZVPD basis) results for a molecular structure, C25H41N3P2Rh in a non-equilibrium geometry.

Each line ends with the Mulliken spin population.
Element x y z (Å)
Rh: -0.4507 2.0545 1.6615  1.9226
C: 2.4439 0.6712 0.4153  0.2676
C: 1.8080 1.7119 -0.2563  0.1476
C: 1.7884 2.1864 2.0503  -0.2350
C: 2.4920 0.9562 1.7986  0.2863
C: 1.3818 2.7058 0.7402  0.5218
C: 3.2209 -0.4382 -0.2332  0.0131
H: 3.4630 -0.2105 -1.2822  0.0019
H: 2.7118 -1.4077 -0.2326  0.0008
H: 4.1898 -0.6010 0.2517  0.0011
C: 3.4536 0.3658 2.7487  -0.0257
H: 4.0589 -0.4327 2.2954  0.0002
H: 2.9976 -0.0207 3.6691  0.0234
H: 4.1666 1.1450 3.0579  0.0210
C: 1.9107 3.0202 3.2697  0.0186
H: 2.0521 4.0816 3.0253  -0.0047
H: 2.7358 2.6994 3.9164  0.0013
H: 0.9858 2.9350 3.8562  -0.0003
C: 1.0975 4.1390 0.4937  -0.1115
H: 1.6821 4.8025 1.1448  0.0061
H: 0.0361 4.3132 0.7310  0.0728
H: 1.2595 4.4135 -0.5551  0.0007
C: 1.8720 2.0212 -1.6912  -0.0463
H: 2.4016 2.9663 -1.8286  0.0140
H: 0.8825 2.1408 -2.1287  0.0198
H: 2.4088 1.2640 -2.2533  -0.0004
C: 0.9339 -4.5915 -1.0371  0.0137
C: 1.0938 -4.5600 -2.3648  -0.0275
C: 0.5146 -3.6654 -3.4298  0.0581
C: -0.8399 -3.0004 -3.1014  -0.0446
C: -0.5792 -1.6905 -2.3460  0.0803
C: 0.3691 -1.7139 -1.3629  0.0867
C: 0.2039 -2.3358 -0.0389  0.0787
C: -0.0040 -3.8555 -0.1239  0.0222
H: 0.4200 -4.2777 -4.3365  -0.0015
H: -1.5006 -3.6474 -2.4818  0.0047
H: 1.2494 -2.8500 -3.6274  -0.0055
H: -1.0611 -4.0599 -0.3409  0.0058
H: 1.5375 -5.3256 -0.4785  0.0004
H: 1.8389 -5.2593 -2.7785  -0.0007
H: 0.1358 -4.3077 0.8840  -0.0020
H: 1.0775 -2.1138 0.5776  0.0153
H: 1.1188 -0.9269 -1.4018  0.1830
H: -0.6682 -1.9141 0.5263  -0.0128
H: -1.3284 -2.7492 -4.0567  -0.0039
H: -0.6201 -0.8205 -3.0289  0.0506
P: -2.2568 -0.5034 -1.0581  0.3794
C: -3.1610 -2.0592 -0.7465  -0.0079
C: -3.1486 0.0938 -2.5702  0.0133
P: -2.1432 2.2581 0.5702  -0.0809
C: -2.8621 0.5363 0.3509  0.1047
C: -1.7989 2.7194 -1.1250  0.0392
C: -3.3972 3.4197 1.2538  0.0053
H: -3.2822 -2.1969 0.3327  -0.0015
H: -2.6380 -2.9398 -1.1529  -0.0036
H: -4.1514 -2.0192 -1.2145  0.0051
H: -4.1152 -0.3955 -2.6125  0.0049
H: -2.5899 -0.1011 -3.4867  -0.0016
H: -3.3213 1.1601 -2.5113  0.0017
H: -4.2105 2.8771 1.7641  0.0028
H: -3.8234 4.1657 0.5788  0.0029
H: -2.7930 3.9914 1.9788  -0.0112
H: -2.5099 -0.0299 1.2396  0.0032
H: -3.9620 0.5233 0.3248  0.0113
H: -0.9281 3.3635 -1.1568  -0.0168
H: -2.6707 3.2238 -1.5642  0.0056
H: -1.4607 1.8772 -1.7362  -0.0087
N: -0.6392 0.3663 2.5767  0.0825
C: -0.4643 -0.2260 3.5924  0.0291
N: -0.5229 -0.9708 4.6165  0.0195
C: 0.5110 -1.3035 5.3715  -0.0064
N: 1.3976 -1.6480 6.0677  0.0104

Atoms 1-2, force components in eV/Å:
Rh 4.6012 1.2307 1.2128
C 0.0323 0.0838 -1.1237

net charge: +1
<S²>: 6.051
spin multiplicity: 5
highest occupied orbital energy (alpha / beta): -9.46 / -10.28 eV